Entry from the OMol25 dataset: a cluster of 10 separate species, C15H30N10O10 in total (ωB97M-V/def2-TZVPD).

Values from the calculation:
E_LUMO: 0.095 eV
DFT total energy: -51401.2578 eV
ΔE to the lowest compared entry with this formula, charge and spin: 8.9 kcal/mol
SMILES: C[N+](=O)[O-].C[N+](=O)[O-].C[N+](=O)[O-].C[N+](=O)[O-].C[N+](=O)[O-].CC#N.CC#N.CC#N.CC#N.CC#N

Structure (XYZ):
```
65
Properties=species:S:1:pos:R:3:forces:R:3:lowdin_charge:R:1
O 4.201 -0.979 -3.185 0.97 0.26 0.63 0.069
O 0.813 0.240 5.734 0.50 0.61 -0.54 0.053
O -3.647 0.088 3.749 1.15 -0.85 -0.86 0.045
O -3.461 2.086 -5.826 -0.22 0.57 0.04 0.044
O 0.154 1.723 4.336 -1.76 1.06 -0.56 0.070
O 0.263 0.931 -2.502 1.09 0.17 -0.76 0.023
O -2.180 -0.364 2.203 -0.41 -0.15 0.27 0.030
O -1.692 0.920 -5.832 1.15 -0.66 -0.17 0.078
O 2.023 2.114 -3.141 -0.74 -1.07 0.03 0.061
O 2.445 -1.021 -1.987 0.16 0.05 0.09 0.006
N 1.089 1.831 -2.401 -0.02 0.26 0.48 -0.433
N -2.320 1.870 -5.464 -0.95 0.19 0.13 -0.458
N 1.134 0.157 1.258 -0.58 -0.44 -0.46 0.172
N 0.449 -3.178 2.796 -1.28 0.81 0.62 0.167
N 1.013 1.087 4.859 -1.10 -1.35 1.70 -0.455
N 0.660 4.058 1.754 1.32 0.62 -0.07 0.125
N 1.824 -4.275 -1.764 0.09 -0.25 0.84 0.148
N -2.775 -0.626 3.231 -0.80 0.50 0.12 -0.418
N 3.648 -0.833 -2.119 -1.41 -0.37 0.31 -0.408
N -3.115 2.133 -0.995 -1.68 -0.09 -0.12 0.158
C 0.463 -0.599 0.695 0.95 0.47 1.06 -0.277
C -2.383 -1.851 3.983 0.36 -1.38 -0.27 0.023
C 2.294 -4.649 1.752 0.15 -1.18 -0.65 -0.070
C 2.300 1.265 4.324 2.86 0.31 -1.11 0.004
C -0.273 3.424 1.905 -2.56 -1.18 0.09 -0.285
C -0.243 -1.606 -0.058 -0.11 0.55 -0.94 -0.060
C -1.608 2.728 1.942 1.51 -0.32 -0.96 -0.071
C -1.749 2.797 -4.434 0.85 -0.41 -1.08 0.060
C 4.329 -0.426 -0.810 0.32 -0.06 -0.84 0.068
C 1.844 -3.322 -4.165 -0.10 0.21 -1.22 -0.068
C -5.509 1.451 -0.331 -1.19 -1.68 0.15 -0.069
C -4.233 1.897 -0.782 2.81 0.53 0.33 -0.258
C 1.237 -3.849 2.328 1.45 -0.28 -0.41 -0.276
C 1.870 -3.843 -2.820 -0.23 -0.21 -0.67 -0.279
C 0.849 2.748 -1.259 2.06 -2.06 0.83 0.040
H 3.502 -0.228 -0.151 -0.25 -0.08 0.28 0.051
H -5.545 1.118 0.719 0.57 0.25 -0.31 0.096
H 2.575 2.277 4.028 -0.63 0.31 0.72 0.113
H 3.341 -4.330 1.978 -1.11 -0.09 -0.18 0.102
H -1.518 1.718 1.481 0.00 1.00 -0.31 0.047
H -1.198 -1.878 0.358 -0.17 0.04 0.43 0.066
H -2.324 3.381 1.423 0.12 -0.49 0.29 0.074
H -0.423 -1.113 -1.025 0.03 -0.50 -0.04 0.082
H -3.181 -2.002 4.687 -0.35 -0.18 0.18 0.074
H 2.118 -5.675 2.079 0.39 0.00 0.51 0.082
H 1.201 2.243 -0.321 -0.69 0.22 -0.83 0.085
H 4.821 0.550 -1.020 0.35 -1.12 0.23 0.110
H -6.301 2.162 -0.437 -0.32 0.57 -0.34 0.074
H -2.226 -2.840 3.336 0.05 2.78 1.21 0.131
H -5.752 0.554 -0.934 -0.14 0.43 0.23 0.100
H -1.522 -1.484 4.576 -0.03 -0.76 -0.61 0.099
H 3.072 0.820 4.929 -0.04 -0.21 0.23 0.101
H -1.648 3.782 -4.898 0.09 -0.28 0.11 0.108
H 1.361 -2.358 -4.143 -0.35 0.31 0.07 0.075
H 0.386 -2.482 -0.172 0.06 -0.05 -0.16 0.055
H 2.254 0.820 3.350 0.01 -0.81 -0.52 0.061
H -1.888 2.436 2.927 -0.27 0.50 0.96 0.043
H 2.098 -4.792 0.678 0.40 0.71 0.06 0.042
H -2.497 2.812 -3.690 -0.58 0.18 1.08 0.059
H -0.806 2.343 -4.104 -0.40 0.39 -0.12 0.074
H 1.493 3.559 -1.419 0.27 1.48 -0.17 0.080
H 2.844 -3.093 -4.531 0.15 -0.26 0.12 0.079
H 1.321 -3.956 -4.922 0.41 0.23 0.95 0.103
H 4.910 -1.316 -0.433 -0.20 1.34 -0.67 0.118
H -0.178 2.847 -1.325 -2.01 0.89 0.60 0.059
```
Positions in Å, forces in eV/Å.

***

Entry from the OMol25 dataset: a cluster of 14 separate species, C38H72Br26F9O6P2S in total (ωB97M-V/def2-TZVPD).

Values from the calculation:
E_LUMO: -5.424 eV
DFT total energy: -1927817.9899 eV
Charge: +1

Structure (XYZ):
```
154
Properties=species:S:1:pos:R:3:forces:R:3:lowdin_charge:R:1
Br -4.813 -1.278 -6.250 0.12 0.10 -0.05 0.649
Br -2.138 4.670 -4.342 0.30 0.12 0.12 0.667
Br 5.073 -6.698 1.688 0.04 0.00 0.08 0.594
Br -9.115 3.525 5.158 -0.03 0.01 0.16 0.577
Br -8.439 -3.561 -9.880 0.09 -0.13 0.04 0.606
Br 1.663 0.878 9.794 -0.12 0.09 0.01 0.628
Br 6.772 -0.523 7.655 -0.07 0.11 -0.06 0.606
Br 2.808 -9.386 -0.218 0.02 -0.04 0.14 0.600
Br 4.613 -5.101 4.985 -0.07 0.06 -0.15 0.606
Br -1.505 -2.801 -0.030 -0.22 -0.47 0.22 0.691
Br 0.113 -1.228 7.216 -0.08 0.08 -0.04 0.657
Br 1.087 -9.881 3.012 -0.07 -0.02 -0.10 0.617
Br -4.087 -3.160 7.306 -0.38 -0.19 0.02 0.725
Br -4.903 -4.399 -9.225 -0.02 0.13 0.07 0.612
Br -7.887 3.860 -1.501 0.14 -0.01 0.04 0.588
Br -6.746 4.353 1.976 -0.05 -0.09 -0.11 0.593
Br 3.796 -0.943 5.510 0.07 -0.06 0.12 0.552
Br -5.465 3.073 -4.222 0.11 0.14 -0.10 0.626
Br 0.573 -2.825 3.919 0.03 -0.05 0.04 0.593
Br -0.606 3.787 9.951 0.16 -0.02 0.00 0.607
Br -2.201 0.699 -7.955 0.01 0.01 0.07 0.673
Br -3.512 -1.087 2.552 0.00 0.08 -0.12 0.603
Br -6.280 4.669 7.230 -0.03 0.04 -0.14 0.594
Br -3.627 -4.757 4.009 -0.44 -0.39 0.15 0.765
Br 3.611 -1.724 1.925 -0.09 -0.03 -0.16 0.590
Br 5.332 -1.229 -1.305 0.03 0.03 0.02 0.628
S 3.469 1.830 -4.536 6.82 -4.68 -2.76 0.742
P 3.705 4.000 -4.408 2.27 1.04 2.30 0.943
P 2.333 5.101 -5.693 -1.89 5.73 -7.76 0.639
F 0.936 2.527 -3.875 2.08 -3.53 -1.15 -0.021
F 1.182 1.218 -5.853 1.69 0.58 4.87 0.007
F -1.197 1.031 -2.518 3.93 -0.82 3.26 0.051
F 2.505 -1.002 -3.979 -3.72 3.42 0.79 0.035
F 2.344 0.524 -1.348 -3.76 -1.66 -3.05 0.027
F 1.068 -1.470 -1.634 0.42 4.76 -1.77 0.008
F -0.822 -0.158 -0.483 2.57 3.70 -4.04 -0.069
F 0.184 -0.722 -4.422 3.76 2.49 2.94 0.042
F 0.274 1.942 -0.756 -1.74 -3.89 -3.10 0.033
O 1.591 6.485 -4.862 0.18 -4.41 -0.93 -0.203
O 3.136 5.764 -6.924 -2.26 -3.35 5.70 -0.334
O 3.980 1.435 -5.971 -2.73 2.02 5.44 -0.326
O 4.372 1.260 -3.416 -4.05 2.44 -3.15 -0.375
O 1.062 4.152 -6.412 1.77 2.18 3.22 -0.202
O 1.072 6.173 -0.164 2.33 -0.84 -0.55 -0.127
C -1.218 -1.805 5.912 -0.03 0.03 0.14 -0.709
C -2.025 -0.719 -6.627 0.20 -0.04 -0.11 -0.693
C 1.662 1.360 -4.427 -3.77 0.65 -2.86 -0.241
C -6.563 2.866 -0.469 -0.12 -0.12 -0.19 -0.710
C 2.090 4.821 -2.017 -0.33 0.38 0.57 -0.198
C -6.391 -4.202 -7.979 0.07 -0.13 0.13 -0.713
C -0.157 0.722 -1.514 -2.69 0.60 3.28 -0.122
C -4.090 -2.199 1.057 -0.17 -0.04 0.22 -0.679
C -7.000 2.702 0.968 0.16 0.00 0.26 -0.690
C 1.178 -0.030 -2.080 0.88 -2.48 2.58 -0.080
C -4.152 3.116 -5.664 -0.28 -0.16 0.11 -0.685
C -0.815 -3.107 5.259 -0.10 0.02 -0.22 -0.710
C 2.706 -10.973 0.912 0.06 -0.05 -0.26 -0.683
C 1.256 2.218 8.436 0.21 -0.07 -0.08 -0.684
C 8.214 2.808 -3.185 -0.85 -0.06 0.44 -0.087
C 7.293 4.522 -1.283 -1.47 -0.11 -0.73 -0.090
C 6.929 3.771 -2.732 0.95 -0.61 0.82 -0.387
C -3.039 -1.815 -6.860 -0.08 -0.15 0.14 -0.674
C 1.113 3.592 9.049 -0.18 0.19 -0.03 -0.696
C 3.685 -6.980 3.029 -0.18 -0.02 -0.20 -0.698
C 3.941 -0.935 7.455 -0.23 0.09 -0.12 -0.703
C -7.667 -4.768 -8.557 -0.24 0.09 -0.01 -0.695
C 5.229 -2.817 -0.176 0.05 -0.22 -0.12 -0.674
C -5.015 -5.039 5.349 -0.19 -0.10 -0.11 -0.641
C 3.588 4.416 -2.547 -0.62 -0.29 1.71 -0.285
C 1.345 -0.073 -3.705 0.79 -3.17 -1.59 -0.084
C 3.282 -5.678 3.682 -0.01 -0.03 0.30 -0.700
C 4.941 0.096 7.925 0.11 -0.07 0.27 -0.717
C -8.997 5.035 6.387 -0.19 0.03 -0.18 -0.692
C -2.745 2.991 -5.127 0.16 -0.25 -0.40 -0.702
C 2.042 6.319 -1.276 0.63 -1.47 0.37 -0.204
C -3.153 -3.366 0.850 0.12 -0.15 -0.30 -0.698
C 6.517 4.887 -3.860 0.41 0.22 1.20 -0.218
C 5.489 4.356 -5.022 2.01 0.88 -1.14 -0.266
C 1.333 -11.120 1.526 -0.03 -0.15 0.19 -0.687
C -7.646 5.707 6.301 0.13 0.13 0.20 -0.696
C -5.418 -3.737 6.002 -0.09 0.05 0.22 -0.655
C 3.857 -2.964 0.438 -0.07 -0.05 0.21 -0.672
H -4.169 -1.545 0.185 0.11 -0.22 0.19 0.052
H -7.296 5.848 5.274 -0.18 -0.11 0.24 0.043
H 7.514 5.267 -4.396 -2.30 -0.96 0.91 0.148
H -2.141 -1.931 6.486 0.44 0.06 -0.30 -0.067
H -8.052 2.423 1.073 0.26 0.10 -0.13 0.056
H 8.901 3.364 -3.964 -1.30 -1.27 1.65 0.089
H -7.529 -5.735 -9.048 0.06 0.26 0.14 0.054
H -5.088 -2.550 1.334 0.20 -0.02 -0.05 0.059
H -6.379 1.960 1.478 -0.07 0.11 -0.14 0.054
H -5.856 -5.471 4.801 0.12 0.12 0.11 0.063
H 8.116 3.955 -0.670 -1.60 1.31 -1.35 0.089
H 0.519 -10.936 0.819 0.29 0.00 0.12 0.054
H 4.323 5.255 -2.177 -1.14 -1.62 -1.38 0.103
H -4.630 -5.779 6.056 -0.08 0.27 -0.13 0.060
H 4.850 1.056 7.410 -0.03 -0.30 0.05 0.048
H 1.115 4.362 8.274 0.02 -0.19 0.08 0.058
H 6.121 5.840 -3.264 0.54 -1.99 -1.60 0.114
H 4.852 0.257 9.003 -0.07 -0.07 -0.20 0.044
H 7.540 5.640 -1.526 -0.14 -2.13 0.83 0.083
H 1.535 5.509 0.460 -1.27 1.67 -1.31 0.123
H 3.506 -10.890 1.652 -0.28 -0.01 -0.13 0.057
H -2.863 -3.861 1.781 -0.09 0.31 -0.40 -0.051
H -5.546 -2.916 5.291 0.08 -0.26 0.11 0.054
H -2.641 2.222 -4.357 -0.14 0.25 -0.13 0.039
H 1.271 4.852 -2.851 1.56 -0.42 1.63 0.079
H -6.460 -3.140 -7.730 -0.06 -0.33 -0.14 -0.007
H 3.154 -4.857 2.971 0.02 -0.23 0.17 0.013
H 3.734 -3.958 0.875 0.15 0.12 -0.14 0.018
H 3.915 3.427 -1.965 -0.54 1.98 -1.58 0.119
H -6.341 -3.863 6.576 0.17 -0.05 -0.13 0.063
H 5.995 3.436 -5.560 -1.48 1.50 1.15 0.134
H 3.097 6.528 -0.791 -1.91 -0.18 -1.21 0.130
H 1.210 -12.115 1.962 0.08 0.16 -0.09 0.060
H 2.844 -7.412 2.480 0.12 0.08 0.08 0.005
H -2.113 -0.248 -5.644 -0.08 -0.18 -0.22 0.036
H 1.887 3.821 9.786 -0.17 -0.15 -0.19 0.054
H 0.207 4.410 -5.956 0.72 -0.57 -0.55 0.021
H 6.030 -2.733 0.565 -0.30 -0.01 -0.13 0.060
H 5.450 5.218 -5.847 -0.58 -1.95 1.67 0.125
H -9.789 5.720 6.073 0.18 -0.07 0.04 0.059
H -0.430 -3.846 5.966 -0.09 0.26 -0.08 0.062
H 2.105 2.191 7.747 -0.13 0.06 0.09 0.058
H 2.359 -5.804 4.255 0.14 -0.01 -0.17 0.052
H 6.273 4.485 -0.668 2.31 0.31 -1.04 0.080
H 0.357 1.880 7.913 0.19 0.11 0.18 0.033
H 4.192 -1.954 7.761 0.04 0.28 -0.07 0.061
H 0.650 6.199 -4.666 1.07 0.69 -0.02 0.047
H 5.445 -3.655 -0.844 -0.09 0.13 0.14 0.062
H -2.791 -2.701 -6.269 0.03 0.18 -0.10 0.067
H -1.008 -1.101 -6.752 -0.21 0.01 0.00 0.056
H -4.323 4.039 -6.224 0.14 -0.20 0.16 0.062
H -3.136 -2.100 -7.911 0.05 0.12 0.25 0.029
H -4.400 2.261 -6.299 0.21 0.09 0.09 0.028
H 1.757 7.143 -2.058 0.31 -1.54 1.90 0.135
H -8.431 -4.866 -7.781 0.19 0.03 -0.07 0.059
H -3.597 -4.102 0.175 0.00 0.14 0.14 0.064
H -7.663 6.674 6.810 -0.07 -0.18 -0.08 0.059
H 4.070 -7.719 3.736 -0.08 0.26 -0.12 0.056
H 2.921 -11.812 0.243 -0.10 0.12 0.15 0.060
H -2.040 2.785 -5.938 -0.21 0.00 0.09 0.006
H 2.938 -0.690 7.814 0.25 -0.01 -0.04 -0.047
H 6.054 3.027 -2.478 1.54 1.52 -0.79 0.094
H 1.799 4.028 -1.182 0.43 1.67 -1.98 0.122
H 8.808 2.525 -2.190 -1.18 0.62 -2.44 0.092
H -5.612 3.396 -0.576 -0.25 -0.10 0.13 0.050
H 7.763 1.806 -3.624 1.21 2.09 0.68 0.086
H 3.043 -2.779 -0.268 0.27 -0.02 0.10 0.041
H -1.346 -0.984 5.201 0.11 -0.27 0.08 0.045
H -1.656 -3.539 4.711 0.35 0.31 0.32 -0.077
H -6.489 1.893 -0.963 -0.02 0.11 0.13 0.053
H -9.228 4.653 7.385 0.17 0.12 -0.24 0.053
H -6.090 -4.761 -7.087 -0.10 0.07 -0.15 0.060
```
Positions in Å, forces in eV/Å.

***

Entry from the OMol25 dataset: the molecule C23H28F3N3O3S (ωB97M-V/def2-TZVPD).

Values from the calculation:
E_LUMO: 0.440 eV
DFT total energy: -53907.1114 eV
ΔE to the lowest compared entry with this formula, charge and spin: 1.4 kcal/mol
SMILES: CN(C)[C@@H](CNC(=O)C1CCN(S(=O)(=O)c2cccc(C(F)(F)F)c2)CC1)c1ccccc1

Structure (XYZ):
```
61
Properties=species:S:1:pos:R:3:forces:R:3:lowdin_charge:R:1
S 2.503 2.688 -0.414 -0.09 -0.61 0.33 0.673
F 4.883 -3.140 -0.041 -0.05 -0.02 0.27 0.138
F 4.018 -2.197 -1.766 -0.24 0.16 -0.13 0.137
F 6.076 -1.834 -1.261 0.12 0.17 0.01 0.148
O 2.801 2.731 -1.816 -0.11 -0.26 -0.01 -0.273
O -2.879 1.954 0.963 -0.05 0.06 0.43 0.062
O 2.714 3.857 0.388 -0.14 -0.14 0.21 -0.274
N -3.004 0.962 -1.046 -0.08 -0.29 -0.28 0.092
N -3.736 -2.631 -0.330 -0.03 0.08 -0.18 -0.221
N 0.975 2.106 -0.177 0.91 0.64 -0.27 -0.219
C -0.710 2.520 -1.911 0.03 -0.17 0.17 -0.119
C 0.928 -1.361 1.217 0.07 0.00 0.01 -0.074
C -3.745 -0.183 -0.572 -0.05 -0.29 0.01 -0.119
C -1.684 3.015 -0.838 0.09 0.26 0.13 -0.213
C 4.849 -1.991 -0.734 0.18 -0.19 -0.12 -0.591
C -1.578 -1.403 -0.018 0.03 -0.12 -0.18 -0.197
C 0.278 1.526 -1.298 -0.06 -0.22 -0.61 -0.173
C 4.748 -0.805 1.469 -0.04 -0.01 -0.16 -0.011
C -1.424 -0.861 1.254 -0.01 -0.01 -0.05 -0.046
C -4.006 -2.746 1.089 -0.01 -0.03 -0.04 -0.090
C -0.867 3.688 0.271 -0.07 -0.22 0.11 -0.116
C 4.393 0.288 2.242 -0.03 -0.01 -0.05 -0.050
C -2.561 1.926 -0.209 0.04 0.32 -0.45 -0.461
C 0.785 -1.915 -0.043 0.08 -0.06 -0.04 -0.069
C 3.733 1.361 1.664 0.02 0.11 0.09 -0.042
C 4.440 -0.817 0.113 -0.07 -0.02 0.00 -0.117
C 3.438 1.336 0.315 -0.07 0.47 -0.27 -0.236
C -3.214 -3.878 -0.853 -0.04 0.01 0.02 -0.098
C -2.922 -1.478 -0.716 -0.24 0.18 0.05 -0.278
C 0.142 2.694 0.847 -0.15 0.42 0.54 -0.172
C -0.457 -1.933 -0.652 -0.08 0.01 0.07 -0.051
C 3.785 0.258 -0.473 0.12 -0.15 -0.05 0.010
C -0.179 -0.837 1.861 0.01 0.00 0.10 -0.069
H -1.219 2.064 -2.762 0.01 0.00 -0.07 0.110
H -4.730 -3.548 1.231 -0.02 0.00 0.07 0.087
H -0.386 1.889 1.366 0.09 0.08 -0.01 0.110
H 4.633 0.300 3.294 0.01 0.03 0.09 0.112
H -4.672 -0.298 -1.141 0.05 -0.03 0.11 0.132
H -2.266 -0.431 1.772 -0.12 0.08 0.03 0.111
H -0.556 -2.358 -1.642 -0.04 -0.04 -0.12 0.116
H 3.455 2.230 2.239 0.00 0.08 0.15 0.116
H -0.145 3.376 -2.288 -0.06 -0.01 -0.09 0.126
H -3.110 -2.979 1.682 -0.02 0.00 0.03 0.089
H -2.249 -4.164 -0.409 0.02 -0.03 0.00 0.087
H -3.935 -4.667 -0.647 0.02 -0.08 -0.02 0.084
H 1.896 -1.341 1.697 0.10 0.02 0.03 0.095
H -0.334 4.550 -0.134 -0.01 0.05 -0.03 0.125
H 3.555 0.274 -1.527 0.00 -0.08 -0.14 0.129
H -2.729 -1.607 -1.791 0.02 0.01 0.11 0.141
H 1.638 -2.332 -0.557 0.12 -0.03 -0.05 0.096
H -4.446 -1.825 1.460 -0.03 0.04 0.13 0.082
H -2.370 3.750 -1.278 0.02 -0.08 0.05 0.154
H -2.713 0.953 -2.009 0.08 0.14 0.08 0.133
H -0.077 -0.408 2.847 0.01 0.06 0.09 0.110
H 5.257 -1.648 1.910 0.03 -0.05 0.03 0.125
H -3.995 0.027 0.467 -0.05 -0.05 -0.10 0.107
H -0.244 0.629 -0.952 0.10 0.06 -0.03 0.104
H -3.094 -3.797 -1.933 0.04 -0.05 -0.06 0.086
H 0.809 3.199 1.545 -0.20 -0.04 0.15 0.116
H 1.033 1.243 -2.031 -0.22 -0.17 -0.07 0.118
H -1.530 4.019 1.069 0.05 0.04 -0.03 0.121
```
Positions in Å, forces in eV/Å.